{
  "formula": "C8H10ClN3",
  "method": "wB97M-V/def2-TZVPD",
  "elements": ["C", "C", "C", "C", "C", "C", "C", "C", "N", "N", "N", "Cl", "H", "H", "H", "H", "H", "H", "H", "H", "H", "H"],
  "xyz": [[-0.541466, 3.230040, -2.665068], [-0.190647, 0.261325, -0.994566], [0.600055, -0.788077, -1.340498], [-0.256665, 0.440985, 0.362292], [0.973122, -1.435775, -2.609208], [-1.046664, 1.346132, 1.092014], [0.717750, -1.054188, 2.239124], [-1.525179, 2.338622, -3.080754], [0.420982, 3.767494, -2.260923], [1.075673, -1.274009, -0.130442], [0.559923, -0.503489, 0.865063], [-1.132010, 1.447778, -4.509295], [1.583339, -2.378424, -2.378394], [0.164544, -1.800002, -3.269157], [1.578115, -0.823178, -3.270404], [-0.638350, 2.350351, 1.405105], [-2.046941, 1.683559, 0.596123], [-1.449444, 0.918406, 2.015174], [1.776260, -1.356115, 2.184088], [0.609227, -0.164493, 2.862299], [0.008468, -1.847106, 2.228599], [-2.581426, 2.739763, -3.003123]],
  "forces_ev_per_angstrom": [[2.30, 0.14, 1.16], [-0.83, 0.98, -0.47], [0.87, -1.08, 2.38], [1.05, -1.07, -1.60], [1.01, -2.14, -0.68], [-3.85, 3.64, 2.08], [1.27, 2.00, -2.50], [-1.65, 1.47, -1.29], [-1.61, -0.43, -0.59], [-0.27, 0.25, -1.10], [0.35, -0.87, -1.13], [-0.31, 0.00, 0.69], [-0.73, 1.39, -0.20], [-0.14, 0.37, 0.71], [0.22, 0.32, 0.16], [0.27, -1.09, -0.43], [1.86, -0.87, 0.20], [0.29, -0.15, 0.13], [-0.60, -0.35, 0.71], [-0.33, -0.74, 0.62], [-0.39, -0.66, 1.16], [1.21, -1.12, 0.00]],
  "energy_ha": -935.07863,
  "multiplicity": 3,
  "e_homo_ha": [-0.3220, -0.3157],
  "orbital_gap_ev": [9.49, 6.66]
}


{
  "formula": "C8H10ClNO2P",
  "method": "wB97M-V/def2-TZVPD",
  "elements": ["C", "C", "C", "O", "C", "C", "N", "C", "C", "C", "P", "O", "Cl", "H", "H", "H", "H", "H", "H", "H", "H", "H", "H"],
  "xyz": [[1.840072, 2.500168, -0.207590], [1.352149, 1.510226, 0.257900], [0.851669, 0.263071, 0.851810], [-0.065192, 0.492329, 1.906561], [-1.339320, 0.914497, 1.478455], [-2.048650, -0.233256, 0.729818], [-1.028834, -1.271657, 0.382273], [0.224085, -0.680971, -0.234756], [-0.194864, -0.003373, -1.454390], [-0.568040, 0.570150, -2.436561], [1.278405, -2.192137, -0.822512], [2.125431, -1.522733, -2.019471], [2.662873, -2.348645, 0.675090], [2.153662, 3.378778, -0.723960], [1.703168, -0.219737, 1.326117], [-1.300532, 1.830113, 0.883860], [-1.904814, 1.135487, 2.380825], [-2.805497, -0.699178, 1.357355], [-2.528625, 0.109885, -0.181405], [-1.425463, -1.914303, -0.310153], [-0.789564, -1.839168, 1.199416], [-0.946628, 1.061464, -3.304251], [2.754507, -0.841010, -1.734431]],
  "forces_ev_per_angstrom": [[-0.34, -0.06, -0.25], [0.10, -0.14, 0.01], [0.08, 0.66, -0.05], [0.03, -0.37, 0.01], [-0.37, 0.09, 0.13], [-0.20, 0.38, 0.37], [-0.09, -0.34, -0.35], [0.34, 0.38, 0.08], [-0.08, 0.06, 0.21], [-0.17, -0.14, -0.01], [0.12, -0.22, -0.61], [-0.03, -0.07, 0.56], [-0.13, 0.00, 0.03], [0.17, 0.02, 0.18], [-0.13, -0.18, 0.04], [0.19, -0.10, -0.15], [0.08, 0.07, 0.01], [0.09, -0.17, -0.02], [0.14, -0.11, -0.13], [-0.02, -0.04, 0.09], [0.06, 0.21, 0.12], [0.12, 0.02, -0.03], [0.01, 0.04, -0.22]],
  "energy_ha": -1317.26065,
  "multiplicity": 1,
  "e_homo_ha": -0.4961,
  "charge": 1,
  "orbital_gap_ev": 10.14,
  "smiles": "C#C[C@H]1OCC[NH2+][C@]1(C#C)P(O)Cl"
}


{
  "formula": "C8H10ClNO4S",
  "method": "wB97M-V/def2-TZVPD",
  "elements": ["C", "C", "C", "C", "C", "C", "C", "C", "N", "O", "O", "O", "O", "S", "Cl", "H", "H", "H", "H", "H", "H", "H", "H", "H", "H"],
  "xyz": [[0.287104, -0.893361, 0.306718], [0.149249, 0.466128, 0.105759], [1.261318, 1.235683, -0.124056], [3.155758, 0.251885, 0.593636], [-1.142445, 1.042877, 0.019326], [-4.248814, 0.393263, -0.595111], [3.776860, -2.403122, 0.463905], [-3.459393, 0.952661, 0.573846], [1.316599, -1.663858, 0.161104], [-1.268637, 2.186748, -0.368864], [2.923250, -1.117331, -1.794320], [1.191377, 2.474714, -0.408438], [-2.122624, 0.289429, 0.480102], [2.794013, -1.137097, -0.356475], [4.471306, 1.164395, -0.054306], [-0.543375, -1.558480, 0.426099], [-3.740992, 0.599223, -1.428711], [-4.675537, -0.596640, -0.500692], [-5.307696, 0.980790, -0.754062], [3.984921, -2.163972, 1.430671], [3.328717, -3.491860, 0.577464], [4.810012, -2.532516, -0.007628], [-4.024622, 0.712846, 1.544482], [-3.233542, 2.040265, 0.417223], [0.317202, 2.767322, -0.707672]],
  "forces_ev_per_angstrom": [[0.80, -2.01, -0.77], [0.61, -0.22, -0.26], [2.12, -1.51, 1.31], [-2.61, 1.84, -0.53], [-0.21, 0.62, 0.53], [-5.11, 1.68, 2.60], [1.03, -3.38, -2.68], [-0.35, -0.13, -0.08], [1.24, -0.14, -0.05], [-0.97, 1.02, -0.59], [0.10, -0.51, 0.30], [2.53, 0.55, -0.37], [-1.64, 0.07, 0.91], [-0.76, -0.46, 0.45], [0.11, 0.02, -0.10], [-1.02, 0.40, 0.54], [1.95, 0.17, -3.52], [0.84, -0.52, 0.09], [2.55, -0.82, 0.64], [0.19, 1.36, 2.75], [0.30, 2.47, -0.96], [-1.55, 0.41, 0.12], [1.64, 0.36, -1.13], [-0.62, -1.04, 0.49], [-1.16, -0.22, 0.31]],
  "energy_ha": -1524.69649,
  "multiplicity": 1,
  "e_homo_ha": -0.3150,
  "orbital_gap_ev": 8.52
}


{
  "formula": "C8H10ClNO4V",
  "method": "wB97M-V/def2-TZVPD",
  "elements": ["C", "C", "C", "C", "C", "V", "C", "C", "C", "N", "H", "H", "H", "H", "H", "H", "H", "H", "H", "H", "O", "Cl", "O", "O", "O"],
  "xyz": [[0.083327, -1.396232, -1.477778], [-1.216138, -1.369160, -0.885423], [-1.136581, -1.969656, 0.405500], [0.211445, -2.375993, 0.628985], [0.969113, -2.062977, -0.542784], [0.392600, -0.029012, 0.134475], [-1.188337, 1.738411, -0.674299], [-0.291810, 2.383638, -1.474500], [0.725865, 3.069039, -2.389774], [2.008969, 0.261607, 0.377305], [-1.988632, -2.205667, 1.053710], [-2.134983, -1.040300, -1.367568], [0.561100, -2.959053, 1.488342], [2.028448, -2.261882, -0.693456], [0.344073, -1.046264, -2.468042], [-1.930487, 1.047410, -1.150174], [2.773986, 0.928446, -0.673208], [-1.478278, 2.168649, 0.263555], [0.214280, 3.866201, -3.041429], [1.911530, 2.820402, -2.401106], [-0.028141, 1.296301, 3.879770], [-0.196410, 0.043728, 3.017957], [1.173169, -0.266274, 2.406458], [-0.704111, -1.051108, 3.731604], [-1.103998, 0.409747, 1.851881]],
  "forces_ev_per_angstrom": [[0.39, -1.11, 0.04], [-0.27, -1.05, 0.47], [-0.06, -0.31, -1.17], [0.01, -0.27, -0.94], [-0.75, -0.31, -0.39], [-1.34, 0.09, 1.43], [0.55, 0.97, -2.67], [4.31, 2.01, -3.18], [-3.74, -2.75, 3.66], [4.36, 2.94, -4.07], [0.54, 0.54, -0.16], [0.31, 0.01, 0.18], [-0.05, 0.68, -0.34], [-0.42, 0.17, 0.09], [-0.01, -0.08, 0.07], [1.02, 0.58, 0.53], [-2.14, -1.62, 2.48], [0.09, 0.14, 0.47], [1.25, -1.27, 1.11], [-3.33, 0.41, 0.18], [-0.87, -3.14, -1.74], [3.67, 4.59, -0.64], [-3.73, 0.21, 2.38], [-0.96, -1.09, 0.78], [1.17, -0.34, 1.41]],
  "energy_ha": -2070.26386,
  "multiplicity": 3,
  "e_homo_ha": [-0.0984, -0.1608],
  "charge": -1,
  "orbital_gap_ev": [5.81, 7.48]
}


{
  "formula": "C8H10ClNW",
  "method": "wB97M-V/def2-TZVPD",
  "elements": ["C", "C", "C", "C", "C", "W", "C", "C", "C", "N", "H", "H", "H", "H", "H", "H", "H", "H", "H", "H", "Cl"],
  "xyz": [[0.945690, -1.125776, -0.879869], [-0.437016, -1.212335, -1.209643], [-1.110778, -1.899829, -0.164588], [-0.141894, -2.241650, 0.844894], [1.136514, -1.761464, 0.398542], [-0.103214, 0.066043, 0.896758], [-1.450507, 1.565060, 0.086893], [-0.123014, 1.715654, -0.358340], [0.628522, 2.436527, -1.227241], [1.389064, 1.002890, 1.192489], [-2.154543, -2.191487, -0.156530], [-0.878421, -0.883546, -2.148695], [-0.313401, -2.857470, 1.716660], [2.091269, -1.958675, 0.870887], [1.736821, -0.722891, -1.505086], [-2.195542, 1.143321, -0.588329], [2.217056, 1.299704, 1.691218], [-1.850583, 2.243886, 0.841879], [0.189570, 3.220770, -1.856836], [1.702922, 2.276263, -1.318004], [-1.278524, -0.114988, 2.872939]],
  "forces_ev_per_angstrom": [[-0.17, -0.55, 0.71], [0.05, -0.33, 0.45], [0.67, -0.42, 0.19], [0.44, -0.49, -1.12], [-0.28, -1.31, -0.56], [-0.79, -1.57, -1.14], [-0.40, 0.32, -0.15], [-0.09, 3.05, -2.46], [-0.59, -0.84, 1.10], [1.73, 1.54, 1.39], [0.14, 0.32, 0.11], [0.06, 0.19, 0.45], [-0.05, 0.30, 0.00], [-0.22, 0.20, 0.01], [-0.31, 0.16, 0.28], [0.08, 0.03, 0.09], [0.20, -0.28, -0.19], [0.07, -0.05, -0.12], [0.04, -0.40, 0.31], [-0.24, -0.04, 0.07], [-0.34, 0.17, 0.56]],
  "energy_ha": -892.74673,
  "multiplicity": 3,
  "e_homo_ha": [-0.2310, -0.3261],
  "orbital_gap_ev": [6.86, 7.85]
}


{
  "formula": "C8H10ClOPS",
  "method": "wB97M-V/def2-TZVPD",
  "elements": ["C", "C", "C", "C", "C", "C", "C", "C", "P", "O", "S", "Cl", "H", "H", "H", "H", "H", "H", "H", "H", "H", "H"],
  "xyz": [[1.602280, 1.567486, -0.963848], [0.714691, 0.421874, -1.508342], [0.523280, -0.615341, -0.464634], [1.456518, -1.566028, 0.053869], [1.183853, -2.286527, 1.279042], [-0.049734, -2.109949, 1.937418], [-0.962143, -1.233066, 1.424215], [-0.615754, -0.482394, 0.321625], [-2.202711, 0.933284, -0.322884], [-1.556982, 2.369549, -0.054822], [-3.001812, 0.805908, -2.075649], [-3.463360, 0.872674, 1.220149], [1.109071, 2.240073, -0.409297], [1.970774, 2.202549, -1.686516], [2.396803, 1.288754, -0.385164], [1.242073, -0.145790, -2.358458], [-0.205284, 0.764922, -1.731108], [2.367535, -1.585910, -0.524516], [1.810978, -2.921006, 1.828283], [-0.301365, -2.505367, 2.837398], [-1.945703, -1.080775, 1.996898], [-2.073009, 3.065078, -0.413660]],
  "forces_ev_per_angstrom": [[-0.89, -2.07, -1.99], [5.14, -2.15, -0.01], [-0.55, -0.62, 2.73], [-1.10, 0.28, 0.83], [-1.55, 1.78, -1.44], [1.56, 1.21, -2.86], [-1.96, 1.08, 0.64], [-3.10, 1.69, -1.07], [2.20, -1.67, -0.14], [1.50, -1.01, 0.79], [0.11, -0.23, 0.52], [-0.75, -0.34, 0.60], [-2.58, 2.03, 2.46], [1.00, 0.96, -2.30], [2.14, -1.34, 1.37], [-0.92, 1.33, 0.68], [-2.75, 1.15, -1.59], [0.44, -0.59, 0.36], [1.53, -0.82, -0.12], [-0.20, -1.69, 2.44], [1.63, -0.13, -1.16], [-0.88, 1.16, -0.76]],
  "energy_ha": -1585.81254,
  "multiplicity": 1,
  "e_homo_ha": -0.3352,
  "orbital_gap_ev": 9.54,
  "smiles": "CCc1ccccc1[P@@](O)(=S)Cl"
}


{
  "formula": "C8H10F6N4NaO16",
  "method": "wB97M-V/def2-TZVPD",
  "elements": ["Na", "N", "O", "O", "O", "N", "O", "O", "O", "N", "O", "O", "O", "N", "O", "O", "O", "C", "C", "O", "C", "O", "C", "F", "F", "F", "H", "H", "H", "H", "H", "C", "C", "O", "C", "O", "C", "F", "F", "F", "H", "H", "H", "H", "H"],
  "xyz": [[1.197921, 0.606359, 1.293646], [4.735124, 0.708594, 0.762979], [4.909250, 1.932618, 0.667418], [5.710255, -0.062035, 0.999370], [3.597503, 0.189601, 0.550564], [2.906942, 0.809952, 4.334617], [3.213916, 0.435111, 5.513786], [2.228610, 0.029942, 3.600312], [3.256728, 1.924982, 3.922965], [-1.235321, -1.488607, 3.268349], [-0.540494, -0.743242, 2.528409], [-0.753232, -2.017555, 4.277932], [-2.448758, -1.713551, 2.985318], [1.032059, 4.415525, 1.325113], [-0.011319, 4.984430, 0.874689], [1.175125, 3.180287, 1.151572], [1.893607, 5.091526, 1.915061], [-4.518409, -0.977565, -0.112697], [-3.189495, -0.272673, 0.137335], [-2.931270, 0.574388, -1.022677], [-1.792890, 1.239625, -0.926982], [-0.901321, 1.032099, -0.164449], [-1.585536, 2.223590, -2.098986], [-2.731005, 2.468505, -2.779047], [-1.106808, 3.383300, -1.683105], [-0.719698, 1.689973, -2.971291], [-4.398661, -1.626027, -0.989377], [-5.350476, -0.297929, -0.299164], [-4.674649, -1.652509, 0.726497], [-2.432148, -1.047933, 0.104567], [-3.180447, 0.309143, 1.046045], [-0.923419, -3.080595, -1.465169], [-0.771676, -1.888359, -2.379747], [0.574470, -1.715891, -2.803828], [1.407128, -1.143056, -1.934083], [1.131263, -0.843190, -0.822648], [2.822796, -0.961620, -2.542286], [2.937232, -1.566430, -3.740519], [3.080525, 0.324521, -2.723171], [3.733193, -1.483032, -1.730306], [-1.959703, -3.161296, -1.140926], [-0.287935, -2.878065, -0.602827], [-0.601675, -4.005551, -1.941879], [-1.097381, -0.998426, -1.842370], [-1.399901, -1.928944, -3.269006]],
  "forces_ev_per_angstrom": [[0.67, 0.29, 0.74], [0.24, -0.41, -0.46], [-0.14, -0.53, 0.03], [-0.46, 0.40, -0.05], [0.29, 0.43, 0.12], [-0.18, -0.41, 0.22], [-0.15, 0.18, -0.73], [0.45, 0.64, 0.43], [-0.14, -0.41, 0.18], [0.38, 0.02, 0.09], [-0.75, -0.52, 0.13], [-0.02, 0.14, -0.29], [-0.08, 0.23, -0.42], [-0.22, -0.12, -0.21], [0.29, -0.18, 0.15], [-0.12, 0.58, 0.09], [-0.31, -0.28, -0.23], [0.66, -0.14, -0.31], [-0.65, -0.97, -0.93], [-0.59, 0.56, 0.37], [0.90, -0.25, -0.40], [-0.27, 0.26, 0.14], [-0.27, 0.58, 0.23], [0.03, -0.07, -0.02], [-0.06, -0.26, -0.04], [0.13, -0.19, -0.18], [-0.13, 0.16, -0.04], [-0.02, -0.03, 0.26], [-0.29, 0.20, 0.19], [0.37, 0.20, 0.77], [0.35, 0.03, 0.19], [0.34, 0.23, 0.01], [-0.79, 0.34, 0.45], [0.25, -0.06, -0.86], [0.10, -0.32, -0.08], [-0.03, 0.29, 0.38], [0.21, -0.01, 0.62], [-0.03, -0.18, -0.23], [-0.03, 0.26, -0.05], [-0.20, -0.05, -0.29], [-0.02, -0.09, 0.07], [-0.19, -0.27, 0.19], [-0.06, -0.05, -0.06], [0.20, 0.02, 0.05], [0.29, -0.23, -0.22]],
  "energy_ha": -2494.82585,
  "multiplicity": 1,
  "e_homo_ha": 0.0261,
  "charge": -3,
  "orbital_gap_ev": 4.79
}


{
  "formula": "C8H10FNO",
  "method": "wB97M-V/def2-TZVPD",
  "elements": ["C", "C", "C", "C", "C", "C", "C", "C", "N", "O", "F", "H", "H", "H", "H", "H", "H", "H", "H", "H", "H"],
  "xyz": [[-0.843199, 0.945240, 1.512174], [0.487044, 1.047147, 1.136398], [1.077899, -1.347419, -0.397978], [-1.831523, 0.476055, 0.471979], [-1.476723, 1.048273, -0.912129], [-0.064676, 0.800249, -1.344447], [0.850944, 0.725395, -0.238968], [1.685578, -2.223499, 0.583001], [0.561255, -1.528091, -1.487856], [-0.025987, -0.550051, -2.120444], [2.127456, 1.172209, -0.530025], [-1.169406, 1.114686, 2.540283], [1.325492, 1.258810, 1.859706], [-1.668918, -0.633586, 0.338362], [-2.773232, 0.659377, 0.758127], [-2.413138, 0.633978, -1.489300], [-1.562924, 2.164674, -0.975329], [0.183441, 1.546984, -2.110013], [2.709000, -1.924714, 0.709069], [1.567304, -3.313891, 0.175893], [1.254312, -2.071828, 1.521500]],
  "forces_ev_per_angstrom": [[2.30, -0.06, -0.58], [-1.98, 0.03, 1.55], [-0.49, 3.91, 0.84], [4.89, -1.03, -0.70], [-3.17, 0.55, -0.07], [-1.01, -1.10, -1.63], [2.02, -2.84, 1.03], [0.47, -1.99, -1.95], [-0.05, -1.72, -0.49], [-0.66, 1.91, -0.91], [-0.18, 0.09, -0.16], [0.23, -0.03, -0.29], [-1.11, -0.09, -0.95], [-0.43, 0.74, 0.33], [-3.58, 0.63, 0.82], [2.50, 0.72, -0.11], [-0.31, -0.77, 0.51], [0.42, -0.48, 0.22], [0.78, -0.27, -0.10], [0.41, 1.90, 1.09], [-1.04, -0.12, 1.52]],
  "energy_ha": -540.53558,
  "multiplicity": 1,
  "e_homo_ha": -0.3080,
  "orbital_gap_ev": 9.14
}